{"formula": "C46H94N2O22", "method": "ωB97M-V/def2-TZVPD", "symbols": ["C", "C", "O", "C", "C", "O", "H", "H", "H", "H", "H", "H", "H", "H", "C", "C", "O", "C", "C", "O", "H", "H", "H", "H", "H", "H", "H", "H", "C", "C", "O", "C", "C", "O", "H", "H", "H", "H", "H", "H", "H", "H", "C", "C", "O", "C", "C", "O", "H", "H", "H", "H", "H", "H", "H", "H", "C", "C", "O", "C", "C", "O", "H", "H", "H", "H", "H", "H", "H", "H", "C", "C", "O", "C", "C", "O", "H", "H", "H", "H", "H", "H", "H", "H", "C", "C", "O", "C", "C", "O", "H", "H", "H", "H", "H", "H", "H", "H", "C", "C", "O", "C", "C", "O", "H", "H", "H", "H", "H", "H", "H", "H", "C", "C", "O", "C", "C", "O", "H", "H", "H", "H", "H", "H", "H", "H", "C", "C", "O", "C", "C", "O", "H", "H", "H", "H", "H", "H", "H", "H", "C", "N", "C", "C", "O", "H", "H", "H", "H", "H", "H", "H", "C", "N", "C", "C", "O", "H", "H", "H", "H", "H", "H", "H"], "xyz": [[24.052, 12.233, 19.649], [23.475, 13.482, 19.087], [22.070, 13.633, 19.286], [21.227, 12.732, 18.750], [19.859, 12.930, 19.340], [21.475, 11.904, 17.859], [25.095, 12.014, 19.421], [23.554, 11.361, 19.227], [23.939, 12.200, 20.733], [23.979, 14.358, 19.496], [23.627, 13.523, 18.009], [19.842, 12.770, 20.418], [19.078, 12.284, 18.937], [19.503, 13.934, 19.107], [22.116, 14.403, 15.516], [21.663, 15.638, 16.330], [22.515, 16.757, 16.071], [23.389, 17.189, 16.984], [24.345, 18.228, 16.481], [23.513, 16.746, 18.106], [23.132, 14.109, 15.781], [22.109, 14.577, 14.440], [21.535, 13.511, 15.749], [20.705, 16.029, 15.987], [21.563, 15.311, 17.366], [24.103, 19.246, 16.785], [24.322, 18.202, 15.392], [25.357, 17.981, 16.800], [21.144, 8.896, 21.976], [21.016, 7.608, 21.130], [20.904, 7.848, 19.785], [19.871, 8.466, 19.261], [20.022, 8.637, 17.788], [18.788, 8.759, 19.781], [21.951, 9.474, 21.526], [21.252, 8.660, 23.035], [20.196, 9.427, 21.888], [21.837, 6.928, 21.358], [20.109, 7.130, 21.499], [19.708, 9.651, 17.540], [19.403, 8.007, 17.149], [21.096, 8.642, 17.601], [19.402, 10.646, 8.504], [18.570, 11.405, 9.556], [19.533, 12.020, 10.403], [20.166, 11.430, 11.359], [20.975, 12.314, 12.207], [20.043, 10.207, 11.596], [20.248, 11.255, 8.186], [18.737, 10.390, 7.678], [19.723, 9.665, 8.854], [18.052, 12.260, 9.121], [17.781, 10.925, 10.134], [21.763, 11.806, 12.763], [20.375, 12.893, 12.909], [21.460, 13.130, 11.671], [12.808, 13.886, 13.282], [11.975, 14.437, 12.074], [10.665, 15.018, 12.356], [10.574, 16.177, 12.965], [9.114, 16.597, 13.141], [11.528, 16.869, 13.362], [12.213, 13.095, 13.739], [13.064, 14.617, 14.048], [13.762, 13.435, 13.008], [12.533, 15.191, 11.518], [11.784, 13.680, 11.313], [9.013, 17.627, 13.483], [8.729, 15.933, 13.915], [8.452, 16.382, 12.302], [10.687, 10.063, 18.469], [11.597, 11.297, 18.316], [11.327, 11.945, 17.080], [10.177, 12.659, 16.940], [10.228, 13.392, 15.643], [9.313, 12.876, 17.750], [10.787, 9.419, 17.595], [9.679, 10.413, 18.688], [11.142, 9.592, 19.340], [11.588, 12.039, 19.114], [12.647, 11.005, 18.356], [10.268, 12.681, 14.818], [11.053, 14.100, 15.726], [9.264, 13.898, 15.603], [18.485, 19.419, 13.568], [19.064, 18.043, 13.855], [18.701, 17.212, 12.738], [18.841, 15.851, 12.864], [18.390, 15.120, 11.612], [19.327, 15.263, 13.827], [18.844, 19.894, 12.656], [18.578, 20.072, 14.436], [17.428, 19.271, 13.348], [20.148, 18.161, 13.884], [18.625, 17.635, 14.766], [17.555, 14.483, 11.901], [19.182, 14.406, 11.383], [18.089, 15.654, 10.710], [16.523, 8.562, 17.656], [16.279, 7.875, 16.340], [17.487, 8.040, 15.603], [17.478, 7.743, 14.287], [18.859, 7.888, 13.645], [16.466, 7.416, 13.706], [17.063, 7.865, 18.297], [15.521, 8.704, 18.062], [17.055, 9.512, 17.699], [16.078, 6.809, 16.439], [15.473, 8.319, 15.756], [18.744, 8.171, 12.599], [19.368, 6.924, 13.640], [19.507, 8.581, 14.181], [17.775, 15.049, 17.027], [16.812, 16.247, 16.764], [15.490, 15.782, 16.569], [14.430, 16.596, 16.763], [13.112, 15.876, 16.553], [14.476, 17.786, 17.056], [18.814, 15.371, 17.096], [17.765, 14.316, 16.221], [17.455, 14.617, 17.975], [16.773, 16.915, 17.625], [17.073, 16.910, 15.939], [12.737, 16.068, 15.547], [12.341, 16.204, 17.249], [13.240, 14.807, 16.717], [19.180, 11.365, 15.048], [17.842, 11.674, 14.468], [16.881, 11.786, 15.562], [15.566, 11.739, 15.283], [14.689, 12.102, 16.450], [15.087, 11.705, 14.159], [19.062, 10.517, 15.722], [19.573, 12.182, 15.653], [19.933, 11.238, 14.270], [17.916, 12.626, 13.941], [17.492, 10.867, 13.824], [13.841, 12.665, 16.060], [15.352, 12.756, 17.016], [14.375, 11.303, 17.122], [13.031, 11.831, 21.491], [12.899, 13.296, 21.244], [13.448, 13.914, 20.194], [13.221, 15.404, 20.206], [14.043, 13.234, 19.320], [13.868, 11.383, 20.956], [12.132, 11.233, 21.342], [13.141, 11.583, 22.546], [12.521, 13.820, 22.020], [12.356, 15.787, 19.663], [14.061, 15.817, 19.646], [13.173, 15.788, 21.225], [11.995, 10.023, 14.297], [12.162, 8.592, 14.233], [12.824, 7.898, 13.366], [13.830, 8.553, 12.414], [12.582, 6.691, 13.348], [12.891, 10.557, 14.611], [11.244, 10.249, 15.054], [11.621, 10.328, 13.319], [11.540, 8.062, 14.827], [14.622, 9.173, 12.831], [13.220, 9.142, 11.729], [14.399, 7.740, 11.963]], "gap_ev": 9.17, "lumo_energy_ev": 0.43, "e_homo_ha": -0.3210, "smiles": "CCOC(C)=O.CCOC(C)=O.CCOC(C)=O.CCOC(C)=O.CCOC(C)=O.CCOC(C)=O.CCOC(C)=O.CCOC(C)=O.CCOC(C)=O.CCOC(C)=O.CNC(C)=O.CNC(C)=O", "e_tot_ha": -3573.99233}